Molecular formula: C4H9O2S
Method: DFT, ωB97M-V/def2-TZVPD

Structure (XYZ):
```
16
Properties=species:S:1:pos:R:3:forces:R:3:nbo_charge:R:1
C 0.87538 -1.55794 -1.89308 -0.1 0.0 -0.9 -0.6115
C 0.10398 -0.73729 -0.87689 -0.1 -1.3 1.1 -0.5585
S -0.67180 0.68349 -1.64230 -0.2 0.4 0.8 0.1131
C -1.20082 1.42686 -0.04647 -0.3 0.1 -0.3 -0.7396
H 1.31137 -2.46768 -1.45675 -0.2 0.2 -0.1 0.2042
H 1.69290 -0.96421 -2.33077 -0.1 -0.1 0.2 0.1951
H 0.23622 -1.83159 -2.75600 0.2 -0.1 0.4 0.1856
H 0.79674 -0.42347 -0.05988 -0.7 0.0 -0.6 0.2707
H -0.71288 -1.34961 -0.36846 1.1 0.7 -0.6 0.2256
H -2.07062 0.91249 0.39356 0.4 0.0 -0.3 0.2076
H -0.37278 1.37249 0.66918 -0.1 0.0 -0.2 0.2824
H -1.47322 2.46052 -0.26359 0.0 0.0 0.1 0.1905
O 1.29189 0.68342 1.84146 -0.3 -0.8 1.1 -0.7979
C 0.67836 -0.23660 2.46717 -1.1 -0.1 -1.9 0.6150
O -0.35348 -0.86551 2.04481 1.5 0.8 1.3 -0.8018
H 1.09238 -0.55829 3.45501 0.0 0.1 0.0 0.0194
```
Forces are in eV/Å.

Output
Charge ... -1
Energy above the lowest of the compared OMol25 structures with the same formula, charge and spin ... 0.578 eV



Molecular formula: C4H9O3
Method: DFT, ωB97M-V/def2-TZVPD

Structure (XYZ):
```
16
Properties=species:S:1:pos:R:3:forces:R:3:nbo_charge:R:1
O 1.39897 -0.31188 -1.54766 -0.6 -0.2 2.9 -0.7431
C 0.98856 -0.22211 -0.17159 4.0 -0.9 0.2 0.5057
O 1.76956 0.28258 0.77086 -1.3 -1.6 -3.3 -0.7568
C -0.32650 -0.75348 0.15084 2.8 2.1 0.9 -0.2522
C -0.59609 -0.50271 1.62007 -1.1 -3.2 -1.5 -0.4829
C -1.99082 0.00203 1.63974 -0.1 1.5 -1.1 -0.6120
H -1.04070 -1.15975 -0.53393 0.0 0.1 -0.5 0.2383
H 0.01599 0.54915 -0.25276 -3.0 -0.4 -0.3 0.3797
H 0.29677 0.00202 1.80709 0.7 2.1 1.5 0.2879
H -0.46281 -1.42767 2.17007 -0.1 -0.6 0.2 0.1824
H -2.72172 -0.70976 1.19647 0.5 0.5 0.5 0.1955
H -1.85142 0.84352 0.94422 -1.1 0.0 -0.1 0.2264
H -2.33197 0.46628 2.52823 -0.5 0.0 1.3 0.1922
H 0.52292 -0.08523 -1.98490 -0.1 1.0 -0.6 0.5202
H -0.34552 1.95106 -1.97471 0.0 -0.1 -0.2 0.4130
O -0.73510 1.08279 -2.13997 0.1 -0.2 0.3 -1.2945
```
Forces are in eV/Å.

Output
Charge ... -1
Energy above the lowest of the compared OMol25 structures with the same formula, charge and spin ... 4.852 eV



Molecular formula: C4H9O3
Method: DFT, ωB97M-V/def2-TZVPD

Structure (XYZ):
```
16
Properties=species:S:1:pos:R:3:forces:R:3:nbo_charge:R:1
C 2.26581 -0.09078 -1.16962 -1.9 0.6 -1.2 -0.0535
C 0.98084 -0.46758 -2.09964 -0.6 1.2 6.0 -0.6612
O 1.94120 0.81483 -0.13829 -0.1 0.3 -0.1 -0.7891
H 2.35303 -1.00562 -0.67482 1.7 -1.7 0.5 0.1562
H 3.11759 0.29043 -1.80007 -0.6 -0.5 0.9 0.1462
H 0.35107 0.44216 -1.87607 0.2 -1.1 -0.9 0.2195
H 1.22580 0.36953 0.43298 0.5 0.5 -0.8 0.5183
H 0.49920 -1.35065 -1.50090 0.6 1.6 -1.7 0.2215
H 1.22779 -0.61755 -3.07153 0.5 -0.6 -2.9 0.1783
C -2.22267 0.22691 -0.17253 4.4 -1.6 0.4 -0.7642
C -1.27162 -0.08568 1.15120 -2.4 0.6 -0.7 0.8249
O -0.08644 -0.39016 0.83272 -0.7 -0.3 1.2 -0.8315
O -1.89513 0.02631 2.24334 1.7 -0.4 -1.2 -0.7578
H -2.49079 -0.77414 -0.55967 -0.1 0.7 -0.1 0.1966
H -1.45478 0.73269 -0.83841 -1.5 -0.5 0.3 0.2007
H -3.02011 0.80799 0.12994 -1.7 1.2 0.3 0.1951
```
Forces are in eV/Å.

Output
Charge ... -1
Energy above the lowest of the compared OMol25 structures with the same formula, charge and spin ... 1.558 eV



Molecular formula: C4H9O3
Method: DFT, ωB97M-V/def2-TZVPD

Structure (XYZ):
```
16
Properties=species:S:1:pos:R:3:forces:R:3:nbo_charge:R:1
C -0.84578 0.67933 -1.08342 -1.4 -2.0 2.2 -0.0861
C -1.63250 1.87322 -0.52859 1.4 2.2 -1.9 -0.6435
O 0.52730 0.85871 -0.98130 1.9 0.1 0.3 -0.7848
H -1.14930 -0.25956 -0.45921 0.4 1.4 -1.5 0.2219
H -1.02225 0.56920 -2.14989 -0.4 -0.2 -0.1 0.1462
H -2.41993 2.28415 -1.17298 0.0 -0.5 -0.5 0.1757
H 0.93384 0.49855 -0.14543 -1.3 0.5 -0.4 0.5156
H -0.83361 2.68358 -0.61181 -1.1 -0.6 0.7 0.2073
H -2.11268 1.86967 0.41737 0.3 -0.6 1.2 0.2093
C 1.72140 -2.00241 0.80429 1.8 3.2 -0.9 -0.7575
C 0.45353 -1.30995 1.30500 -0.2 2.4 -0.9 0.7496
O 0.65940 -0.08693 1.66970 0.0 -1.4 0.3 -0.8401
O -0.66336 -1.78862 1.07149 -0.1 -1.0 0.4 -0.7494
H 2.27615 -1.09240 0.32649 -0.9 -1.3 0.4 0.2104
H 1.63032 -2.66733 -0.04457 -0.1 -0.9 0.6 0.2087
H 2.47747 -2.10921 1.58285 -0.3 -1.2 0.1 0.2168
```
Forces are in eV/Å.

Output
Charge ... -1
Energy above the lowest of the compared OMol25 structures with the same formula, charge and spin ... 1.473 eV



Molecular formula: C4H9O3
Method: DFT, ωB97M-V/def2-TZVPD

Structure (XYZ):
```
16
Properties=species:S:1:pos:R:3:forces:R:3:nbo_charge:R:1
C 1.84009 -1.05234 -1.17671 0.5 1.7 -0.3 -0.7892
C 1.23803 0.12858 -2.25777 0.6 -0.6 3.5 0.8212
O 0.26291 0.79884 -1.83097 -1.1 -0.2 0.3 -0.7954
O 1.95205 0.38863 -3.19882 0.7 -0.3 -1.4 -0.7259
H 2.14613 -0.56552 -0.13895 -0.5 -0.7 -2.3 0.1943
H 2.75217 -1.35965 -1.77485 -1.0 -0.2 1.2 0.2080
H 1.13314 -1.86254 -0.90671 0.4 0.3 -0.5 0.1974
C -1.80016 0.66182 1.09065 -1.3 4.4 1.1 -0.0250
C -0.80886 -0.01567 1.95178 2.8 -0.5 -1.7 -0.6336
O -1.81382 0.38872 -0.20321 2.7 -1.2 -4.2 -0.7982
H -2.85899 0.65593 1.42146 0.3 -1.0 0.5 0.1398
H -1.69307 1.83232 1.19867 0.5 -1.3 0.3 0.0908
H -0.97446 0.15290 2.94407 -1.0 0.3 2.9 0.1914
H -0.81301 0.48556 -0.75973 -2.2 0.0 1.1 0.5241
H 0.25163 0.48044 1.87383 -1.7 -1.3 -0.6 0.2000
H -0.81378 -1.11802 1.76730 0.4 0.8 0.0 0.2004
```
Forces are in eV/Å.

Output
Charge ... -1
Energy above the lowest of the compared OMol25 structures with the same formula, charge and spin ... 1.786 eV



Molecular formula: C4H9O3Sr
Method: DFT, ωB97M-V/def2-TZVPD

Structure (XYZ):
```
17
Properties=species:S:1:pos:R:3:forces:R:3:lowdin_charge:R:1
O 1.10008 0.32958 -0.33925 2.7 -0.8 0.8 -0.2860
C -0.32189 0.41823 -0.18631 -0.2 -0.3 0.9 -0.2437
C -0.89292 -0.94000 0.16815 -0.2 -0.2 -0.1 -0.1926
C -2.41692 -0.98132 0.03174 -0.1 -0.2 -0.1 -0.1607
C -3.15012 -0.14811 1.04699 -0.8 0.4 0.1 -0.2722
O -4.10032 0.55624 0.79390 0.8 -0.4 0.1 0.0662
H 1.67258 -0.21722 0.36021 -2.3 1.5 -1.9 0.1753
H -0.74928 0.78808 -1.12965 0.3 -0.1 0.1 0.1336
H -0.53033 1.15667 0.60049 -0.1 -0.1 -0.2 0.1335
H -0.59787 -1.20414 1.19545 0.0 0.0 -0.2 0.1278
H -0.47819 -1.70253 -0.50959 0.0 0.3 0.2 0.1277
H -2.74714 -0.69749 -0.97697 0.1 -0.1 0.2 0.1280
H -2.80932 -0.26791 2.10194 0.0 0.1 -0.2 0.1343
H -2.74685 -2.01883 0.21302 0.1 0.3 -0.1 0.1360
Sr 2.85083 1.27199 -1.90088 -0.1 -0.6 0.4 1.7069
O 4.12191 -0.01445 -0.74035 -0.4 0.8 -0.3 -0.6582
H 4.88180 0.21520 -0.20538 0.2 -0.4 0.2 -0.0560
```
Forces are in eV/Å.

Output
Charge ... +1
Energy ... -414.02256 Eh



Molecular formula: C4H9O4
Method: DFT, ωB97M-V/def2-TZVPD

Structure (XYZ):
```
17
Properties=species:S:1:pos:R:3:forces:R:3:nbo_charge:R:1
O 2.61014 -1.51261 1.26962 0.1 -0.2 -0.4 -0.7333
C 1.49958 -0.99637 1.10660 -0.2 0.6 0.9 0.7764
O 0.57391 -0.97371 1.98873 0.3 -0.2 -0.8 -0.8094
C 1.28237 -0.15935 -0.18323 1.0 -0.6 -1.0 -0.5241
C 0.04257 -0.45047 -1.03645 -1.3 0.1 0.2 -0.4434
C -0.67719 0.81031 -1.62592 1.3 -0.3 0.5 -0.0399
O -1.90637 1.18189 -1.06619 -0.6 -0.3 0.9 -0.7497
H 1.37302 0.90089 0.06639 -0.4 0.0 0.3 0.2021
H 2.17645 -0.34335 -0.79422 -0.1 0.0 0.1 0.2059
H 0.16797 -1.10159 -1.90762 0.8 -0.1 0.2 0.1942
H -0.62995 -1.05408 -0.41541 -0.4 0.4 0.0 0.2242
H 0.04895 1.63004 -1.49824 -0.1 0.1 -0.2 0.1352
H -0.80140 0.65950 -2.70133 -0.3 0.1 0.1 0.1490
H -1.93139 0.93656 -0.11136 0.2 0.1 -0.7 0.5012
H -1.33556 0.74324 2.77636 -0.3 0.3 0.2 0.4459
H -0.79348 -0.35042 1.94559 -0.5 -0.3 0.1 0.5011
O -1.69963 0.07953 2.18667 0.5 0.2 -0.5 -1.0353
```
Forces are in eV/Å.

Output
Charge ... -1
Energy above the lowest of the compared OMol25 structures with the same formula, charge and spin ... 0.741 eV



Molecular formula: C4H9OS
Method: DFT, ωB97M-V/def2-TZVPD

Structure (XYZ):
```
15
Properties=species:S:1:pos:R:3:forces:R:3:nbo_charge:R:1
O -0.32981 -2.46412 2.37092 0.0 -0.8 2.0 -0.9189
C -0.20540 -1.79098 1.28404 0.8 -0.5 -0.9 0.0467
C 0.00282 -0.23169 1.43289 -1.2 -0.5 -1.4 -0.4429
C -0.67436 0.41440 0.20196 -1.1 1.8 2.9 -0.4606
C 0.04144 1.55470 -0.48292 -1.5 1.1 -2.4 -0.4537
S 0.55992 1.19625 -2.25647 0.0 -0.2 0.6 -0.1417
H 0.69083 -2.24903 0.62447 -0.8 1.1 0.1 0.0205
H -1.12700 -1.91003 0.62343 0.2 0.2 -0.2 0.0399
H 0.99459 0.10398 1.36340 1.9 0.0 0.5 0.1679
H -0.43546 0.09418 2.37595 0.0 -0.1 0.0 0.1907
H -1.61531 0.86735 0.60413 0.4 -0.2 -0.3 0.1911
H -1.07656 -0.39963 -0.32819 0.1 -0.7 -1.8 0.2271
H -0.70715 2.41038 -0.67520 1.2 -1.1 0.3 0.1987
H 0.90225 2.01330 -0.03287 0.3 -0.3 0.7 0.2070
H 1.06657 -0.03612 -2.03478 -0.1 0.2 0.0 0.1281
```
Forces are in eV/Å.

Output
Charge ... -1
Energy above the lowest of the compared OMol25 structures with the same formula, charge and spin ... 2.135 eV
SMILES ... [O-]CCCCS